C17H33NO2 | the ωB97M-V functional and the def2-TZVPD basis

Calculated values
F_max = 0.0097 hartree/bohr
spin multiplicity = 1
frontier orbital gap = 8.965 eV
ΔE to the lowest compared entry with this formula, charge and spin = 31.1 kJ/mol
E = -872.8008 Eh
E_HOMO = -8.1 eV
SMILES = COC(=O)CCCCCCCCCCN1CCCCC1

Atoms and positions in Å:
C: 4.25 -6.36 -3.71
O: 3.89 -5.15 -3.07
C: 2.74 -5.16 -2.38
O: 2.04 -6.13 -2.27
C: 2.46 -3.81 -1.77
C: 1.88 -3.95 -0.36
C: 1.54 -2.61 0.30
C: 0.43 -1.83 -0.41
C: 0.96 -0.69 -1.28
C: -0.12 -0.04 -2.14
C: -1.27 0.61 -1.36
C: -0.82 1.73 -0.43
C: -2.01 2.44 0.21
C: -1.55 3.55 1.17
N: -2.69 4.31 1.66
C: -2.42 5.70 1.95
C: -1.63 5.91 3.25
C: -2.38 5.29 4.42
C: -2.66 3.82 4.12
C: -3.39 3.68 2.77
H: 5.20 -6.18 -4.20
H: 4.35 -7.16 -2.97
H: 3.49 -6.65 -4.44
H: 1.73 -3.31 -2.42
H: 3.37 -3.22 -1.77
H: 0.99 -4.57 -0.41
H: 2.61 -4.47 0.26
H: 2.44 -2.00 0.35
H: 1.24 -2.83 1.33
H: -0.16 -2.52 -1.03
H: -0.25 -1.41 0.34
H: 1.73 -1.07 -1.95
H: 1.42 0.06 -0.64
H: -0.54 -0.79 -2.81
H: 0.35 0.73 -2.76
H: -1.99 1.02 -2.08
H: -1.80 -0.15 -0.78
H: -0.18 1.33 0.36
H: -0.23 2.45 -1.00
H: -2.64 2.89 -0.56
H: -2.61 1.71 0.75
H: -0.95 3.10 1.97
H: -0.91 4.23 0.61
H: -1.89 6.14 1.10
H: -3.39 6.20 2.04
H: -0.64 5.44 3.15
H: -1.48 6.98 3.42
H: -1.81 5.38 5.34
H: -3.33 5.81 4.55
H: -1.72 3.27 4.08
H: -3.28 3.37 4.90
H: -3.56 2.63 2.53
H: -4.37 4.17 2.85

=====

C28H56CdF12N4O12 | the ωB97M-V functional and the def2-TZVPD basis

Calculated values
F_max = 0.1178 hartree/bohr
spin multiplicity = 1
frontier orbital gap = 6.579 eV
E = -3587.8205 Eh
E_HOMO = -12.5 eV
charge = +2

Atoms and positions in Å:
Cd: 0.84 0.80 -0.48
C: -3.85 -0.71 3.98
C: -2.67 -0.82 3.09
O: -2.40 -1.78 2.38
N: -1.73 0.32 3.21
H: -1.64 0.68 4.15
H: -0.79 0.03 2.98
C: -2.14 1.60 2.41
H: -4.31 -1.65 4.26
H: -4.70 -0.15 3.58
H: -3.62 -0.09 4.85
H: -2.82 1.35 1.60
H: -1.17 1.96 2.05
H: -2.52 2.46 2.96
C: -2.43 -2.16 -0.82
C: -2.60 -2.23 -2.31
O: -2.91 -3.24 -2.88
N: -2.01 -1.00 -2.97
H: -1.83 -0.26 -2.31
H: -1.08 -1.11 -3.32
C: -3.02 -0.46 -4.07
H: -2.72 -3.06 -0.27
H: -2.98 -1.34 -0.36
H: -1.40 -1.92 -0.55
H: -2.51 0.30 -4.66
H: -3.89 -0.09 -3.53
H: -3.19 -1.36 -4.65
C: 1.73 1.99 4.85
C: 1.47 3.09 3.82
O: 0.44 3.68 3.73
N: 2.62 3.28 2.86
H: 3.37 2.66 3.14
H: 2.31 2.93 1.97
C: 3.07 4.82 2.92
H: 1.63 2.36 5.87
H: 2.72 1.53 4.93
H: 0.94 1.24 4.80
H: 2.23 5.42 2.58
H: 3.97 4.91 2.31
H: 3.37 5.11 3.92
C: 0.26 -5.31 4.84
C: -0.79 -4.44 4.12
O: -0.99 -3.25 4.45
N: -1.32 -5.09 2.80
H: -1.17 -6.09 2.76
H: -2.30 -4.98 2.58
C: -0.64 -4.42 1.57
H: 0.37 -6.35 4.51
H: 0.01 -5.30 5.90
H: 1.23 -4.85 4.67
H: 0.38 -4.79 1.43
H: -0.63 -3.34 1.72
H: -1.18 -4.72 0.67
C: -2.22 2.21 -1.26
O: -3.32 1.30 -1.14
O: -1.18 1.23 -1.21
C: -2.43 3.13 -2.51
F: -3.29 4.16 -2.19
F: -1.29 3.63 -3.01
F: -3.14 2.53 -3.54
C: -4.59 1.63 -0.59
C: -5.41 0.33 -0.33
H: -4.92 -0.13 0.53
H: -6.46 0.41 -0.06
H: -5.16 -0.46 -1.02
H: -5.15 2.22 -1.32
H: -4.41 2.20 0.32
H: -2.20 2.79 -0.34
C: 1.84 -0.41 1.93
O: 2.66 0.13 0.93
O: 0.52 -0.19 1.42
C: 2.22 -1.74 2.63
F: 3.49 -1.72 3.17
F: 1.37 -1.97 3.70
F: 2.06 -2.81 1.84
C: 4.02 -0.48 0.58
C: 4.50 0.42 -0.53
H: 5.43 -0.04 -0.87
H: 3.78 0.52 -1.35
H: 4.63 1.42 -0.12
H: 3.96 -1.49 0.16
H: 4.78 -0.47 1.36
H: 2.07 0.34 2.69
C: 1.79 3.49 -0.99
O: 1.82 2.43 -1.97
O: 1.53 2.68 0.15
C: 2.99 4.52 -1.13
F: 3.02 5.30 -0.04
F: 4.14 3.91 -1.13
F: 3.02 5.24 -2.23
C: 1.92 2.87 -3.40
C: 2.01 1.62 -4.28
H: 2.85 0.96 -4.08
H: 1.05 1.10 -4.22
H: 2.10 1.96 -5.31
H: 2.78 3.49 -3.66
H: 1.01 3.38 -3.72
H: 0.87 4.07 -1.06
C: 1.68 -1.70 -2.76
O: 0.71 -1.66 -3.81
O: 1.22 -0.72 -1.87
C: 1.90 -3.13 -2.22
F: 2.50 -3.96 -3.06
F: 2.59 -3.28 -1.04
F: 0.75 -3.77 -2.11
C: 1.24 -1.81 -5.12
C: 0.01 -1.74 -6.04
H: 0.33 -1.64 -7.08
H: -0.59 -2.64 -5.87
H: -0.65 -0.90 -5.81
H: 1.88 -2.63 -5.44
H: 1.74 -0.89 -5.42
H: 2.64 -1.40 -3.17

=====

C16H19BiNO2Te4 | the ωB97M-V functional and the def2-TZVPD basis

Calculated values
F_max = 0.0428 hartree/bohr
spin multiplicity = 1
frontier orbital gap = 6.951 eV
ΔE to the lowest compared entry with this formula, charge and spin = 49.6 kJ/mol
E = -2112.8422 Eh
E_HOMO = -10.5 eV
charge = +1

Atoms and positions in Å:
Bi: 8.18 8.59 10.74
O: 9.48 7.98 13.24
C: 9.08 6.61 13.32
C: 7.59 6.53 13.30
C: 6.90 6.06 14.40
C: 5.47 6.28 14.45
C: 4.84 6.81 13.32
C: 5.65 7.35 12.34
N: 6.99 7.23 12.34
H: 10.48 7.98 13.29
H: 9.34 6.18 14.30
H: 9.56 5.98 12.61
H: 7.46 5.56 15.17
H: 4.83 6.13 15.30
H: 3.76 7.01 13.23
H: 5.15 7.96 11.59
Te: 6.18 8.77 8.61
Te: 4.30 10.28 9.82
Te: 6.02 12.31 10.50
Te: 7.50 10.89 12.26
C: 9.87 10.03 7.71
C: 10.53 9.27 8.82
C: 10.85 9.95 9.98
C: 11.49 9.34 11.06
C: 11.94 10.12 12.28
C: 11.69 7.92 10.96
C: 12.27 7.19 12.08
O: 11.92 7.31 13.23
C: 11.26 7.20 9.78
C: 11.42 5.72 9.66
C: 10.69 7.89 8.70
H: 10.63 10.46 6.97
H: 9.27 10.82 8.15
H: 9.24 9.40 7.12
H: 10.63 11.03 9.89
H: 10.98 10.27 12.84
H: 12.31 11.11 12.02
H: 12.62 9.55 12.93
H: 12.98 6.36 11.78
H: 10.80 5.10 10.34
H: 12.45 5.47 9.78
H: 11.13 5.37 8.69
H: 10.47 7.49 7.74

=====

CaI | the ωB97M-V functional and the def2-TZVPD basis

Calculated values
F_max = 0.0079 hartree/bohr
spin multiplicity = 2
frontier orbital gap (alpha / beta) = 5.944 / 7.973 eV
expectation value of S² = 0.751
E = -975.3009 Eh
E_HOMO (alpha / beta) = -6.1 / -8.9 eV

Atoms and positions in Å:
Ca: -10.12 20.29 -7.69
I: -11.30 17.69 -7.11

=====

C2H5OP | the ωB97M-V functional and the def2-TZVPD basis

Calculated values
F_max = 0.0738 hartree/bohr
spin multiplicity = 3
frontier orbital gap (alpha / beta) = 9.146 / 7.444 eV
expectation value of S² = 2.010
ΔE to the lowest compared entry with this formula, charge and spin = 251.2 kJ/mol
E = -495.5623 Eh
E_HOMO (alpha / beta) = -8.1 / -10.4 eV

Atoms and positions in Å:
C: -2.94 -0.29 0.67
C: -2.20 0.57 0.35
O: 0.30 0.19 -0.79
P: 1.02 -0.81 -1.62
H: -3.84 -0.86 0.49
H: 1.35 1.84 0.71
H: -1.40 1.27 0.22
H: 1.29 -0.10 -2.77
H: 1.27 1.78 1.50

=====

C8H14 | the ωB97M-V functional and the def2-TZVPD basis

Calculated values
F_max = 0.0185 hartree/bohr
spin multiplicity = 2
frontier orbital gap (alpha / beta) = 3.852 / 6.365 eV
expectation value of S² = 0.772
ΔE to the lowest compared entry with this formula, charge and spin = 0.0 kJ/mol
E = -313.1420 Eh
E_HOMO (alpha / beta) = 0.2 / -2.4 eV
charge = -1

Atoms and positions in Å:
C: 1.21 0.00 2.11
C: -0.26 -0.42 2.06
C: -0.70 -0.88 0.67
C: -0.84 0.23 -0.34
C: 0.08 0.43 -1.36
C: 1.14 -0.37 -1.85
C: 1.59 -0.44 -3.17
C: -1.94 1.21 -0.09
H: 1.84 -0.84 1.80
H: 1.35 0.81 1.39
H: 1.51 0.33 3.11
H: -0.53 -1.14 2.85
H: -0.91 0.40 2.41
H: -1.66 -1.39 0.81
H: 0.00 -1.60 0.25
H: -0.16 1.30 -1.99
H: 1.44 -1.17 -1.16
H: 1.00 -0.10 -4.01
H: 2.51 -0.97 -3.41
H: -2.06 1.90 -0.94
H: -1.68 1.93 0.70
H: -2.91 0.78 0.16

=====

C2H6N2O | the ωB97M-V functional and the def2-TZVPD basis

Calculated values
F_max = 0.1461 hartree/bohr
spin multiplicity = 1
frontier orbital gap = 10.420 eV
ΔE to the lowest compared entry with this formula, charge and spin = 466.6 kJ/mol
E = -264.4096 Eh
E_HOMO = -9.9 eV
SMILES = [H]/N=C(/C)NO

Atoms and positions in Å:
H: -0.94 1.40 0.10
N: 0.27 1.60 -0.01
C: 0.45 0.34 -0.01
C: 1.82 -0.53 -0.02
N: -0.48 -0.77 -0.04
O: -1.88 -0.28 -0.12
H: 1.84 -1.56 -0.63
H: 1.97 -0.97 0.96
H: 2.71 0.21 -0.11
H: -0.47 -1.60 0.41
H: -2.16 0.10 0.81

=====

C37H30ClN5O4PdSi | the ωB97M-V functional and the def2-TZVPD basis

Calculated values
F_max = 0.0268 hartree/bohr
spin multiplicity = 1
frontier orbital gap = 7.917 eV
ΔE to the lowest compared entry with this formula, charge and spin = 0.0 kJ/mol
E = -2880.0947 Eh
E_HOMO = -8.2 eV

Atoms and positions in Å:
Pd: -0.45 -0.07 0.61
N: 1.80 0.24 0.70
C: 2.46 -0.13 1.90
C: 3.70 -0.69 1.89
C: 4.33 -1.09 3.10
C: 3.70 -0.92 4.30
C: 2.39 -0.38 4.33
C: 1.63 -0.24 5.52
C: 0.34 0.19 5.45
C: -0.21 0.49 4.19
N: 0.48 0.42 3.08
C: 1.76 0.01 3.13
H: 1.51 1.24 0.70
H: 2.38 0.08 -0.11
H: 4.22 -0.83 0.95
H: 5.32 -1.52 3.05
H: 4.18 -1.21 5.22
H: 2.09 -0.51 6.47
H: -0.27 0.28 6.34
H: -1.25 0.79 4.10
O: 0.97 3.08 -1.89
Cl: -0.26 2.50 -1.46
O: -1.38 3.36 -1.74
O: -0.21 2.30 0.01
O: -0.47 1.21 -2.08
C: -3.61 -3.97 -2.66
C: -3.24 -2.63 -2.76
C: -2.31 -2.11 -1.88
C: -1.72 -2.89 -0.89
C: -2.08 -4.24 -0.83
C: -3.02 -4.78 -1.70
Si: -0.38 -2.24 0.27
C: 1.28 -2.53 -0.57
C: 2.16 -3.55 -0.19
C: 3.36 -3.75 -0.86
C: 3.70 -2.94 -1.93
C: 2.82 -1.94 -2.34
C: 1.63 -1.74 -1.67
C: -0.47 -3.12 1.93
C: -1.60 -3.82 2.36
C: -1.68 -4.33 3.65
C: -0.63 -4.16 4.54
C: 0.51 -3.48 4.12
C: 0.58 -2.98 2.84
H: -4.34 -4.38 -3.35
H: -3.68 -2.00 -3.52
H: -2.01 -1.07 -1.99
H: -1.62 -4.89 -0.09
H: -3.28 -5.82 -1.64
H: 1.91 -4.20 0.64
H: 4.02 -4.55 -0.55
H: 4.63 -3.10 -2.46
H: 3.07 -1.31 -3.19
H: 0.96 -0.95 -2.00
H: -2.43 -3.99 1.68
H: -2.57 -4.87 3.96
H: -0.69 -4.56 5.54
H: 1.34 -3.35 4.81
H: 1.48 -2.45 2.54
N: -8.86 3.98 -3.99
C: -8.09 3.40 -3.36
C: -7.14 2.68 -2.56
C: -5.81 3.08 -2.51
C: -4.89 2.39 -1.75
C: -5.31 1.27 -1.03
C: -6.64 0.86 -1.08
C: -7.55 1.56 -1.84
N: -4.37 0.55 -0.24
C: -4.63 -0.49 0.64
C: -3.43 -0.87 1.13
N: -2.44 -0.09 0.58
C: -3.04 0.75 -0.24
H: -5.49 3.95 -3.08
H: -3.87 2.73 -1.73
H: -6.97 -0.01 -0.53
H: -8.58 1.24 -1.88
H: -5.62 -0.85 0.84
H: -3.20 -1.64 1.85
H: -2.55 1.49 -0.84

=====

C5H16OSSi2 | the ωB97M-V functional and the def2-TZVPD basis

Calculated values
F_max = 0.1121 hartree/bohr
spin multiplicity = 1
frontier orbital gap = 7.859 eV
ΔE to the lowest compared entry with this formula, charge and spin = 469.2 kJ/mol
E = -1252.4656 Eh
E_HOMO = -7.3 eV

Atoms and positions in Å:
C: 0.74 -0.39 2.50
C: 0.95 2.22 2.22
C: 1.37 -0.64 -3.63
C: 1.12 0.72 0.24
C: 0.46 0.84 1.53
O: -1.92 -0.75 -0.61
Si: -3.55 -1.00 -0.51
Si: -0.43 -1.02 -1.18
S: -0.19 0.02 -3.04
H: 0.19 -1.32 2.19
H: 0.33 -0.08 3.46
H: 1.73 -0.76 2.67
H: 1.85 2.58 1.76
H: 1.13 2.01 3.29
H: 0.18 2.93 2.17
H: 1.41 -0.35 -4.67
H: 1.42 -1.71 -3.60
H: 2.10 -0.19 -2.91
H: 1.15 1.54 -0.49
H: 2.07 -0.03 0.20
H: -0.66 0.86 1.36
H: -4.06 0.07 -1.34
H: -3.64 -2.32 -0.88
H: -3.69 -0.97 0.87
H: -0.05 -2.29 -1.60

=====

C9H12 | the ωB97M-V functional and the def2-TZVPD basis

Calculated values
F_max = 0.0805 hartree/bohr
spin multiplicity = 1
frontier orbital gap = 10.254 eV
ΔE to the lowest compared entry with this formula, charge and spin = 455.3 kJ/mol
E = -349.9315 Eh
E_HOMO = -9.2 eV

Atoms and positions in Å:
C: -1.61 -2.66 0.08
C: -1.52 -1.28 0.22
C: -0.19 -0.44 0.13
C: 1.11 -0.82 -0.74
C: 1.60 0.49 -0.10
C: 0.97 0.03 1.22
C: 0.71 1.58 -0.59
C: -0.43 2.26 0.19
C: -0.59 0.92 -0.49
H: -2.53 -3.08 0.26
H: -0.88 -3.62 -0.27
H: -2.37 -0.79 0.73
H: 1.46 -1.95 -0.50
H: 0.96 -0.68 -1.79
H: 2.65 0.74 0.04
H: 1.39 -0.81 1.76
H: 0.81 0.76 1.99
H: 1.06 2.26 -1.48
H: -0.88 3.14 -0.36
H: -0.73 2.52 1.35
H: -1.31 1.02 -1.26

=====

C7H12 | the ωB97M-V functional and the def2-TZVPD basis

Calculated values
F_max = 0.0793 hartree/bohr
spin multiplicity = 1
frontier orbital gap (alpha / beta) = 7.506 / 7.507 eV
ΔE to the lowest compared entry with this formula, charge and spin = 482.0 kJ/mol
E = -273.7250 Eh
E_HOMO (alpha / beta) = -7.5 / -7.5 eV

Atoms and positions in Å:
C: -0.75 -0.68 -0.34
C: -1.04 -1.93 0.33
C: -0.12 0.44 -0.13
C: -1.01 -3.20 -0.41
C: -0.34 1.48 -1.22
C: 1.06 1.90 1.59
C: 1.12 0.64 0.76
H: -1.18 -0.62 -1.32
H: -1.59 -3.94 0.21
H: 0.10 -3.30 -0.09
H: -1.10 -3.19 -1.51
H: -0.48 2.49 -0.80
H: -1.24 1.26 -1.77
H: 0.55 1.53 -1.90
H: 0.45 2.67 1.13
H: 2.10 2.05 1.80
H: 0.39 1.78 2.42
H: 1.16 -0.27 1.21
H: 1.90 0.87 0.06

=====

C17H19N3O2 | the ωB97M-V functional and the def2-TZVPD basis

Calculated values
F_max = 0.0165 hartree/bohr
spin multiplicity = 1
frontier orbital gap = 8.858 eV
ΔE to the lowest compared entry with this formula, charge and spin = 132.7 kJ/mol
E = -973.9787 Eh
E_HOMO = -8.1 eV
SMILES = Cc1cc(C(=O)Cn2c(CO)nc3ccccc32)c(C)n1C

Atoms and positions in Å:
C: 1.37 1.31 -2.61
C: 1.41 0.28 -1.54
C: 1.25 0.44 -0.19
C: 1.38 -0.85 0.41
C: 1.17 -1.21 1.79
O: 1.64 -2.19 2.33
C: 0.23 -0.29 2.59
N: -0.85 0.22 1.80
C: -1.67 -0.49 0.96
C: -1.70 -1.98 0.83
O: -1.84 -2.35 -0.51
N: -2.48 0.27 0.27
C: -2.20 1.56 0.64
C: -2.75 2.76 0.21
C: -2.26 3.92 0.76
C: -1.25 3.90 1.73
C: -0.69 2.72 2.17
C: -1.17 1.54 1.61
C: 1.61 -1.75 -0.63
C: 1.74 -3.22 -0.58
N: 1.60 -1.06 -1.79
C: 1.74 -1.67 -3.08
H: 2.30 1.33 -3.17
H: 1.21 2.28 -2.16
H: 0.55 1.12 -3.31
H: 1.11 1.37 0.31
H: 0.82 0.56 2.96
H: -0.13 -0.85 3.45
H: -2.55 -2.36 1.42
H: -0.79 -2.44 1.21
H: -2.47 -1.74 -0.91
H: -3.53 2.77 -0.53
H: -2.67 4.87 0.45
H: -0.90 4.84 2.14
H: 0.09 2.72 2.91
H: 2.64 -3.55 -1.10
H: 1.81 -3.55 0.46
H: 0.88 -3.70 -1.05
H: 2.71 -2.18 -3.16
H: 0.95 -2.40 -3.24
H: 1.69 -0.91 -3.86

=====

C2HClFN3 | the ωB97M-V functional and the def2-TZVPD basis

Calculated values
F_max = 0.0701 hartree/bohr
spin multiplicity = 1
frontier orbital gap = 8.409 eV
ΔE to the lowest compared entry with this formula, charge and spin = 366.7 kJ/mol
E = -800.9494 Eh
E_HOMO = -8.2 eV

Atoms and positions in Å:
C: -3.85 -0.02 0.08
C: -0.04 -0.03 0.06
N: -2.82 -0.57 0.10
N: -0.64 -1.17 0.05
N: -1.94 -1.45 0.20
F: -0.76 1.17 0.22
Cl: -5.36 0.55 -0.06
H: 1.06 0.23 -0.26

=====

C2H7OPS | the ωB97M-V functional and the def2-TZVPD basis

Calculated values
F_max = 0.0456 hartree/bohr
spin multiplicity = 1
frontier orbital gap (alpha / beta) = 9.620 / 4.638 eV
ΔE to the lowest compared entry with this formula, charge and spin = 410.5 kJ/mol
E = -895.0597 Eh
E_HOMO (alpha / beta) = -9.6 / -7.1 eV

Atoms and positions in Å:
C: 1.95 1.42 0.24
C: -0.30 -1.78 -0.01
O: 1.03 0.38 -0.13
P: -0.13 -0.18 0.89
S: -3.71 0.50 -0.21
H: 2.04 1.97 -0.69
H: 2.95 0.91 0.36
H: 1.57 2.04 1.08
H: -1.24 -1.93 -0.65
H: -0.40 -2.57 0.71
H: 0.74 -1.82 -0.55
H: -4.50 1.07 -1.04